# 1
The following is a quantum chemistry calculation of C2H6N3O as an isolated structure in a non-equilibrium geometry, from the OMol25 dataset.

Summary:
- Net charge: +1
- LUMO level: -4.26 eV
- Frontier orbital gap: 9.45 eV
- Energy above the lowest of the compared OMol25 structures with the same formula, charge and spin: 422.9 kJ/mol
- DFT total energy: -318.94126 hartree

Each line ends with the Mulliken charge.
Element x y z (Å)
C (0.8781, 1.0569, 0.7247)  -0.021
C (-0.8168, -0.1591, -0.0196)  0.021
N (0.0198, 0.1330, 1.0934)  -0.013
N (0.5970, 1.4771, -0.4786)  0.105
N (-0.1391, -1.8908, -0.5731)  -0.644
O (-0.5153, 0.8000, -0.9675)  -0.223
H (1.6840, 1.4439, 1.3266)  0.417
H (-1.8743, -0.3167, 0.1439)  0.348
H (0.0613, -0.4567, 1.9145)  0.252
H (1.0092, 2.1638, -1.0986)  0.246
H (-0.9493, -2.4972, -0.5016)  0.264
H (0.0454, -1.7543, -1.5641)  0.247

Force components x, y, z for each atom (eV/Å):
0.037 0.168 0.054
1.406 -4.716 -1.397
-0.187 0.458 -0.101
-0.013 -0.430 0.187
-1.027 3.668 1.432
-0.086 0.524 -0.050
0.119 0.013 -0.010
-0.041 0.248 0.035
0.165 0.127 -0.061
-0.014 -0.069 0.148
-0.199 -0.035 -0.129
-0.160 0.044 -0.109



# 2
The following is a quantum chemistry calculation of C40H45AuBrNO3Si2 as an isolated structure in a non-equilibrium geometry, from the OMol25 dataset.

Summary:
- Net charge: -2
- LUMO level (spin up / spin down): 4.39 / 4.38 eV
- Frontier orbital gap (spin up / spin down): 4.62 / 5.35 eV
- Energy above the lowest of the compared OMol25 structures with the same formula, charge and spin: 56.6 kJ/mol
- DFT total energy: -5120.47649 hartree

Each line ends with the Mulliken charge.
Element x y z (Å)
Au (-0.0933, 0.0728, -0.8221)  -0.650
C (-2.2820, -1.0621, -5.0523)  -1.092
Si (-1.4090, 0.2273, -3.9787)  0.573
C (-1.9790, 1.9211, -4.6517)  -1.195
C (0.4136, 0.1940, -4.3565)  -0.889
N (-1.7221, -0.0918, -2.3113)  0.539
C (-2.9812, -0.2505, -1.8226)  0.218
C (-4.1389, 0.2930, -2.4293)  0.245
C (-5.4101, 0.1679, -1.8960)  -1.039
C (-5.6220, -0.5221, -0.7120)  -0.700
C (-4.5231, -1.1160, -0.0991)  -0.404
C (-3.2580, -0.9948, -0.6393)  -0.156
O (-2.2047, -1.7226, -0.1030)  -0.366
C (-2.0074, -1.7878, 1.2416)  0.076
C (-1.4354, -2.9577, 1.7277)  -0.546
C (-1.0820, -3.0398, 3.0655)  -0.466
C (-1.3020, -1.9684, 3.9217)  -0.602
C (-1.8800, -0.8077, 3.4254)  -0.509
C (-2.2357, -0.7067, 2.0899)  0.363
H (-2.0242, -0.9147, -6.1058)  0.335
H (-3.3693, -1.0264, -4.9545)  0.303
H (-1.9484, -2.0608, -4.7606)  0.166
H (-1.6576, 1.9804, -5.6973)  0.456
H (-1.4876, 2.7357, -4.1143)  0.181
H (-3.0542, 2.1115, -4.6225)  0.389
H (0.6034, 0.8043, -5.2461)  0.425
H (0.7887, -0.8130, -4.5426)  0.194
H (1.0311, 0.5690, -3.5384)  0.078
H (-4.0158, 0.8649, -3.3402)  0.111
H (-6.2424, 0.6358, -2.4117)  0.373
H (-6.6110, -0.6174, -0.2813)  0.358
H (-4.6418, -1.7049, 0.8025)  0.406
H (-1.2329, -3.7592, 1.0284)  0.285
H (-0.6086, -3.9425, 3.4341)  0.382
H (-1.0050, -2.0277, 4.9616)  0.382
H (-2.0256, 0.0466, 4.0768)  0.331
H (-2.6473, 0.2089, 1.6859)  0.385
C (2.9158, 1.1709, 0.1513)  -1.917
C (2.4375, 0.0516, 1.0737)  4.608
C (3.3056, -1.1891, 0.7733)  -1.430
C (1.0089, -0.3335, 0.7555)  -0.911
C (2.5847, 0.4236, 2.5526)  -0.361
C (2.3360, -0.5407, 3.5381)  -0.134
C (2.4170, -0.2411, 4.8861)  -0.851
C (2.7554, 1.0433, 5.3011)  -0.551
C (3.0051, 2.0106, 4.3427)  -0.675
C (2.9203, 1.7026, 2.9892)  -0.138
H (2.8353, 0.8152, -0.8779)  0.163
H (3.9593, 1.4384, 0.3527)  0.532
H (2.2950, 2.0642, 0.2504)  0.124
H (3.1575, -1.4495, -0.2735)  -0.189
H (3.0192, -2.0490, 1.3792)  0.385
H (4.3664, -0.9744, 0.9574)  0.492
H (0.5488, -0.9563, 1.5239)  -0.518
H (2.0447, -1.5388, 3.2351)  0.232
H (2.2061, -1.0130, 5.6185)  0.385
H (2.8151, 1.2836, 6.3567)  0.350
H (3.2544, 3.0230, 4.6407)  0.393
H (3.1039, 2.4854, 2.2648)  0.240
C (0.5370, 3.4492, -1.8073)  -1.166
Si (-0.5747, 2.4297, -0.6538)  0.300
C (-2.3546, 2.9470, -1.0552)  -1.236
C (-0.3779, 3.2202, 1.0830)  0.993
C (-0.3598, 4.6138, 1.2236)  -0.533
C (-0.3085, 5.2255, 2.4678)  -0.717
C (-0.2854, 4.4490, 3.6208)  -0.667
C (-0.3017, 3.0675, 3.5082)  -0.740
C (-0.3381, 2.4673, 2.2551)  0.136
H (0.3335, 4.5225, -1.7281)  0.378
H (0.3674, 3.1487, -2.8438)  0.255
H (1.5926, 3.2760, -1.5906)  0.352
H (-2.4440, 4.0389, -1.0059)  0.462
H (-3.0552, 2.5144, -0.3366)  0.260
H (-2.6638, 2.6111, -2.0449)  0.290
H (-0.3899, 5.2416, 0.3375)  0.194
H (-0.2896, 6.3082, 2.5397)  0.381
H (-0.2443, 4.9191, 4.5975)  0.339
H (-0.2583, 2.4468, 4.3963)  0.456
H (-0.3082, 1.3824, 2.1786)  0.284
Br (-0.0770, -3.4542, -2.3457)  -0.079
C (1.5516, -4.0996, -1.6164)  0.448
C (1.4843, -5.1649, -0.7277)  -0.660
C (2.6469, -5.6783, -0.1749)  -0.547
C (3.8727, -5.1339, -0.5364)  -0.575
C (3.9207, -4.0813, -1.4346)  -0.296
C (2.7632, -3.5229, -1.9776)  0.393
C (2.8947, -2.2944, -2.8998)  -0.045
O (3.5660, -2.4767, -3.9360)  -0.812
O (2.3379, -1.2699, -2.4610)  -0.498
H (0.5180, -5.5824, -0.4729)  0.387
H (2.5920, -6.4999, 0.5300)  0.354
H (4.7904, -5.5311, -0.1165)  0.344
H (4.8705, -3.6555, -1.7358)  0.399

Force components x, y, z for each atom (eV/Å):
-0.686 0.538 0.542
0.037 0.040 -0.004
-0.077 -0.053 0.082
0.014 0.000 0.025
0.009 -0.018 -0.001
0.271 -0.030 -0.408
-0.050 -0.092 0.117
-0.042 0.028 -0.049
-0.014 0.029 -0.031
0.004 -0.036 0.051
0.017 0.001 -0.073
0.137 0.065 -0.005
-0.221 -0.168 0.019
0.046 0.170 -0.082
0.020 0.050 -0.005
0.024 -0.031 -0.017
0.008 -0.022 0.035
-0.020 0.046 0.011
-0.028 -0.108 -0.050
-0.020 -0.006 -0.008
-0.007 0.010 0.008
0.012 -0.003 -0.004
-0.014 0.009 -0.002
0.009 0.011 -0.001
0.022 -0.025 -0.010
0.028 -0.021 -0.003
-0.011 -0.018 0.030
-0.022 0.039 0.006
-0.002 -0.037 0.064
-0.006 -0.009 0.008
0.003 0.004 -0.002
-0.011 -0.007 0.030
0.007 0.016 0.010
-0.009 0.004 0.007
0.002 0.000 -0.004
-0.002 -0.004 -0.011
-0.005 0.009 0.001
0.002 -0.035 -0.090
-0.035 0.087 0.109
0.069 0.009 -0.057
0.634 -0.737 -0.674
-0.048 -0.026 0.019
-0.058 0.051 -0.061
-0.010 0.000 0.014
0.009 0.010 0.041
0.013 0.018 0.002
0.043 0.002 -0.037
0.006 -0.001 -0.002
-0.014 -0.010 -0.001
0.015 -0.003 0.050
0.029 0.022 -0.004
-0.038 -0.027 0.018
-0.018 0.000 0.028
-0.253 0.465 0.287
-0.004 -0.007 0.005
0.005 0.010 0.005
0.000 -0.001 -0.006
-0.008 -0.006 0.014
-0.016 -0.014 0.006
-0.021 -0.054 -0.019
-0.069 -0.117 0.241
0.030 -0.007 -0.049
0.072 0.087 -0.067
-0.026 -0.026 -0.041
-0.001 0.012 0.042
0.002 0.028 0.007
0.003 -0.032 0.029
-0.003 -0.086 0.015
-0.006 -0.002 -0.009
0.005 -0.004 -0.009
-0.008 0.014 0.013
-0.013 -0.004 0.008
0.010 -0.002 0.017
0.013 0.022 -0.012
0.002 -0.008 0.005
0.004 -0.005 0.005
0.002 -0.001 -0.008
0.016 -0.003 0.009
0.008 0.060 -0.003
-0.011 -0.007 0.030
0.065 0.057 -0.001
-0.063 0.012 -0.012
0.005 -0.008 0.003
0.029 -0.022 0.029
-0.022 0.064 -0.028
-0.018 -0.053 -0.067
-0.008 -0.039 -0.046
-0.046 0.018 0.116
0.299 -0.073 -0.135
0.011 -0.006 -0.004
0.000 0.001 -0.002
-0.006 0.004 0.004
-0.002 -0.009 -0.004



# 3
The following is a quantum chemistry calculation of C10H25N4O4PSm as an isolated structure in a non-equilibrium geometry, from the OMol25 dataset.

Summary:
- Spin multiplicity: 6
- Net charge: +3
- ⟨S²⟩: 8.76
- LUMO level (spin up / spin down): -9.95 / -9.19 eV
- Frontier orbital gap (spin up / spin down): 9.28 / 10.04 eV
- DFT total energy: -1914.54072 hartree

Each line ends with the Mulliken charge.
Element x y z (Å)
Sm (-0.4460, -0.3701, 0.4026)  1.486
N (-0.9264, -1.9981, 2.2715)  -0.616
C (-1.6117, -3.2377, 1.7304)  -0.622
C (-2.9125, -2.8724, 0.9894)  -0.405
C (-2.7133, -1.6161, 0.2213)  0.708
O (-1.7493, -1.6585, -0.7466)  -0.646
O (-3.5017, -0.6889, 0.3833)  -0.690
H (-0.0195, -2.2085, 2.7229)  0.347
H (-1.5739, -1.5576, 2.9616)  0.289
H (-1.8495, -3.8509, 2.6110)  0.421
H (-0.9300, -3.8253, 1.0774)  0.335
H (-3.7599, -2.6572, 1.6802)  0.364
H (-3.0898, -3.7580, 0.3038)  0.300
N (-4.1627, 1.7897, -0.3918)  -0.123
C (-3.4822, 2.6212, 0.6555)  -0.791
P (-1.6941, 2.2507, 0.8325)  1.275
O (-1.1890, 1.6497, -0.5122)  -0.903
O (-1.2950, 1.2422, 1.9277)  -0.758
C (-1.0571, 3.9644, 0.9107)  -0.824
N (-0.8246, 4.4767, -0.4948)  -0.214
H (-3.8455, 2.1535, -1.3149)  0.406
H (-5.1921, 1.7356, -0.3669)  0.450
H (-3.8213, 0.7473, -0.2960)  0.202
H (-3.9283, 2.3853, 1.6303)  0.388
H (-3.6449, 3.7034, 0.5169)  0.521
H (-0.1049, 3.9587, 1.5023)  0.422
H (-1.8029, 4.5765, 1.4491)  0.422
H (0.0083, 5.1060, -0.5412)  0.393
H (-1.6367, 4.9393, -0.8914)  0.361
H (-0.6430, 3.5960, -1.0569)  0.347
C (4.6456, -2.7165, -0.8965)  -1.574
C (4.0427, -1.3572, -1.2278)  1.814
C (4.9819, -0.2943, -0.7433)  -1.535
C (3.8751, -1.3237, -2.7210)  -1.548
C (2.7213, -1.1981, -0.6588)  0.005
N (1.7084, -0.7305, -0.3508)  -0.596
H (5.5720, -2.7653, -1.4366)  0.433
H (3.9866, -3.5561, -1.1606)  0.410
H (4.8562, -2.7938, 0.1992)  0.399
H (6.0229, -0.3660, -1.0729)  0.398
H (5.0123, -0.3498, 0.3490)  0.421
H (4.5454, 0.6733, -1.0815)  0.359
H (4.7901, -1.4775, -3.2736)  0.429
H (3.5136, -0.2686, -3.0428)  0.333
H (3.1252, -2.0729, -3.0493)  0.406

Force components x, y, z for each atom (eV/Å):
0.357 -0.227 -0.113
-0.275 0.551 -0.343
0.222 -0.414 0.821
0.204 -0.901 0.624
-0.401 -2.380 -3.341
-1.427 1.078 2.581
0.789 1.258 0.031
-0.910 -0.151 0.114
0.935 -0.496 -0.351
0.013 -0.142 -0.507
-0.299 0.667 0.432
0.579 -0.653 -0.456
-0.301 1.248 0.646
1.193 -0.537 -0.749
-0.894 -0.392 0.921
0.393 -1.657 -0.480
-0.400 1.091 0.567
-0.685 1.929 -0.976
0.621 0.197 1.333
1.048 -1.271 0.204
-0.636 -0.630 0.493
0.291 0.497 0.199
-0.280 0.769 -0.015
-0.076 0.037 -0.114
-0.090 -0.528 -0.297
-0.710 0.236 -0.662
0.597 0.034 -0.264
-0.741 -0.356 -0.070
-0.102 0.361 -0.102
0.029 0.999 0.109
-0.522 -0.799 1.720
1.261 -2.071 -0.497
-0.615 1.820 0.899
-2.136 1.952 -1.797
-0.131 1.729 -0.177
0.783 -0.981 0.104
0.407 -0.300 -0.181
0.306 0.240 -0.119
-0.026 -0.005 -0.843
-0.424 -0.375 -0.392
0.079 0.381 -0.048
0.688 -0.304 0.471
0.412 -0.242 0.247
0.388 -1.707 0.377
0.485 0.449 -0.001



# 4
The following is a quantum chemistry calculation of a 7-piece molecular cluster, C16H49N11O7 overall in a non-equilibrium geometry, from the OMol25 dataset.

Summary:
- Net charge: 0
- SMILES: COC[C@H](C)N.COC[C@H](C)N.COC[C@H](C)N.NC(N)=O.NC(N)=O.NC(N)=O.NC(N)=O
- LUMO level: 0.24 eV
- Frontier orbital gap: 9.54 eV
- Energy above the lowest of the compared OMol25 structures with the same formula, charge and spin: 556.5 kJ/mol
- DFT total energy: -1767.94063 hartree

Each line ends with the Mulliken charge.
Element x y z (Å)
C (-5.7674, -5.4005, 0.8302)  -0.651
O (-6.8403, -4.4973, 1.0649)  -0.336
C (-6.5247, -3.4012, 1.8966)  -0.596
C (-7.5865, -2.3720, 1.8831)  0.596
C (-7.7921, -1.6334, 0.5951)  -1.411
N (-7.4415, -1.4228, 3.0172)  -0.640
H (-5.6119, -6.1080, 1.6447)  0.270
H (-4.9059, -4.7327, 0.8357)  0.254
H (-5.6995, -5.9925, -0.0825)  0.275
H (-6.3297, -3.8308, 2.8792)  0.316
H (-5.6179, -2.9310, 1.5162)  0.251
H (-8.4883, -2.9612, 2.0498)  0.144
H (-8.6102, -0.9211, 0.7016)  0.428
H (-8.3075, -2.2201, -0.1653)  0.339
H (-6.8931, -1.1006, 0.2853)  0.306
H (-7.9465, -0.5780, 2.7906)  0.221
H (-7.6849, -1.8992, 3.8739)  0.235
C (5.0025, 6.8580, -0.5171)  -0.751
O (5.2598, 7.4451, -1.8349)  -0.351
C (6.4941, 7.0526, -2.5118)  -0.779
C (6.6834, 5.5717, -3.0195)  0.444
C (8.0359, 5.1993, -3.6772)  -1.341
N (5.6456, 5.1916, -4.0087)  -0.622
H (4.0248, 7.2903, -0.3042)  0.284
H (5.7326, 7.0320, 0.2733)  0.314
H (4.7247, 5.8061, -0.4511)  0.304
H (6.7849, 7.7288, -3.3156)  0.346
H (7.2375, 7.2809, -1.7480)  0.359
H (6.5370, 4.8854, -2.1854)  0.241
H (8.8020, 5.3835, -2.9241)  0.379
H (8.1717, 5.7285, -4.6204)  0.339
H (7.9703, 4.1421, -3.9343)  0.337
H (4.7524, 5.6557, -3.9250)  0.245
H (5.9610, 5.5758, -4.8879)  0.260
C (-0.7534, -1.3511, 1.1734)  -0.709
O (-1.4253, -0.1147, 1.4344)  -0.333
C (-1.1490, 0.5209, 2.6365)  -0.713
C (-1.9256, 1.8794, 2.7940)  0.386
C (-1.1302, 2.9247, 1.9382)  -1.354
N (-1.9324, 2.3047, 4.1600)  -0.737
H (0.2620, -1.0998, 0.8670)  0.283
H (-1.3168, -1.8295, 0.3722)  0.221
H (-0.7329, -1.9731, 2.0682)  0.314
H (-1.2341, -0.1698, 3.4755)  0.397
H (-0.0871, 0.7636, 2.5959)  0.361
H (-2.9403, 1.7590, 2.4145)  0.371
H (-0.1998, 2.9716, 2.5041)  0.324
H (-1.6194, 3.8937, 1.8388)  0.322
H (-0.8978, 2.7476, 0.8881)  0.305
H (-2.8060, 2.0472, 4.5966)  0.289
H (-1.3622, 1.6308, 4.6506)  0.268
N (3.4230, -6.0023, 3.7141)  -0.405
C (3.2256, -5.8132, 5.0121)  0.624
N (3.0545, -6.9278, 5.6466)  -0.391
O (3.0613, -4.7381, 5.4270)  -0.586
H (3.8150, -6.8904, 3.4354)  0.161
H (3.3370, -5.2283, 3.0710)  0.203
H (3.1962, -7.8507, 5.2614)  0.174
H (2.5537, -6.8170, 6.5167)  0.220
N (3.6708, -9.6607, -2.7980)  -0.400
C (3.2568, -8.5684, -3.3902)  0.665
N (2.5034, -7.9200, -2.5623)  -0.386
O (3.5411, -8.2259, -4.5098)  -0.633
H (3.4958, -9.8244, -1.8169)  0.148
H (4.2361, -10.2945, -3.3446)  0.212
H (2.3781, -6.9436, -2.7882)  0.231
H (2.2423, -8.3445, -1.6838)  0.164
N (-7.1845, 6.9637, -1.8102)  -0.381
C (-6.4238, 6.7812, -0.7853)  0.645
N (-6.5784, 5.5618, -0.3235)  -0.341
O (-5.7359, 7.6464, -0.2623)  -0.652
H (-7.1289, 7.8720, -2.2484)  0.223
H (-7.5736, 6.1740, -2.3053)  0.169
H (-6.1418, 5.1819, 0.5043)  0.198
H (-7.0621, 4.9746, -0.9877)  0.139
N (3.3798, 0.4069, -3.0592)  -0.334
C (4.1325, -0.4806, -3.6974)  0.650
N (5.2919, 0.0204, -4.1659)  -0.410
O (4.0960, -1.6789, -3.7711)  -0.632
H (2.5737, 0.1667, -2.5000)  0.196
H (3.6413, 1.3570, -3.2807)  0.158
H (5.8208, -0.6521, -4.7026)  0.217
H (5.3800, 1.0246, -4.2281)  0.148

Force components x, y, z for each atom (eV/Å):
1.169 1.273 1.068
-1.185 -0.899 -1.300
1.731 -0.819 -0.457
-2.002 -0.040 1.118
-0.736 0.409 -0.308
1.017 -0.741 -1.167
-0.275 -0.036 0.348
0.689 -0.397 -0.202
-1.093 0.491 -0.310
0.013 0.497 0.489
0.533 0.040 0.151
-0.515 -0.050 -0.076
0.209 0.623 0.601
1.047 -0.605 -0.304
-0.066 -0.163 -0.386
-0.230 -0.166 0.645
-0.294 0.594 0.097
-1.114 0.422 -1.074
0.598 -1.519 -0.350
1.009 -0.616 1.418
-1.547 0.281 -0.193
-1.089 0.464 0.911
0.282 0.156 -0.518
0.306 0.526 0.524
0.267 0.504 -0.326
0.626 -0.492 -0.850
-0.958 0.269 -0.210
0.626 -0.380 0.071
0.094 0.123 0.307
0.405 -0.034 -0.482
0.300 0.324 0.187
0.174 -0.013 0.198
-0.196 0.115 0.875
0.198 -0.189 -0.478
-0.311 1.296 0.364
-1.212 -0.540 -0.900
0.622 0.546 -0.193
0.771 -0.822 -2.523
-0.328 -0.040 0.406
-0.102 -0.402 1.287
0.229 -0.383 -0.117
0.231 -0.057 0.071
-0.003 -0.186 0.033
-0.632 -0.081 0.369
0.486 0.345 0.405
-0.027 -0.100 -0.043
0.182 0.681 -0.258
-0.063 0.125 0.839
-0.066 -1.080 0.074
-0.635 0.418 -0.183
0.853 0.270 0.363
1.102 -0.928 -3.236
-0.192 -0.598 -3.119
-0.503 -3.540 3.602
-0.805 4.894 2.893
-0.203 0.450 -0.578
0.460 -0.263 0.281
-0.273 0.434 0.114
0.415 -0.443 0.042
1.906 -3.921 0.573
0.860 -0.286 -1.381
-2.802 3.426 1.979
0.387 0.411 -1.298
0.347 -0.226 -0.508
-0.134 -0.015 0.400
-0.474 -0.178 0.477
-0.087 0.784 -0.258
-2.339 1.660 -4.236
2.319 1.631 3.086
-0.236 -3.409 0.908
0.141 0.223 -0.011
-0.096 -0.368 -0.171
-0.051 0.633 -0.120
0.035 0.290 -0.447
0.230 -0.661 0.991
-1.230 1.178 0.381
2.533 -1.235 0.105
0.848 1.976 -0.678
-2.381 -2.310 0.492
0.241 0.116 -0.409
-0.742 -0.002 0.640
0.032 0.626 -0.041
0.703 -0.288 -0.479